## w
A 2-piece molecular cluster, C4H10N2 overall, computed with ωB97M-V with the def2-TZVPD basis set.

Positions of all 16 atoms, in Å:
C: 0.878 -1.966 -0.438
C: 1.261 -0.632 0.068
N: 0.648 0.411 -0.243
C: 1.142 1.643 0.168
H: 1.251 -2.798 0.193
H: -0.250 -2.018 -0.497
H: 1.107 -2.289 -1.520
H: 2.217 -0.538 0.747
H: 1.590 2.112 -0.755
H: 0.407 2.438 0.486
H: 2.194 1.632 0.795
C: -2.117 0.813 0.754
N: -1.677 0.078 -0.142
H: -2.383 0.238 1.684
H: -2.157 1.926 0.501
H: -1.467 0.570 -0.978

Properties
frontier orbital gap: 10.3 eV
HOMO level: -9.208 eV
multiplicity: 1

## x
A 2-piece molecular cluster, C4H10N2 overall, computed with ωB97M-V with the def2-TZVPD basis set.

Positions of all 16 atoms, in Å:
C: -1.750 -0.126 -1.369
C: -2.061 0.447 -0.200
N: -2.100 1.772 0.127
H: -1.295 0.389 -2.207
H: -2.044 -1.158 -1.493
H: -2.154 -0.193 0.675
H: -1.874 2.473 -0.554
H: -2.430 2.023 1.036
C: 1.560 0.426 -0.052
N: 2.302 -0.077 0.822
C: 2.277 -1.521 1.002
H: 1.639 1.467 -0.349
H: 0.962 -0.255 -0.673
H: 1.277 -1.939 1.133
H: 2.835 -1.997 0.195
H: 2.856 -1.731 1.907

Properties
frontier orbital gap: 9.1 eV
HOMO level: -8.074 eV
multiplicity: 1

## y
A 2-piece molecular cluster, C4H10N2 overall, computed with ωB97M-V with the def2-TZVPD basis set.

Positions of all 16 atoms, in Å:
C: -1.295 -0.690 -0.087
C: -2.482 0.218 0.042
C: 1.442 1.558 -0.118
C: 1.565 -1.560 0.107
N: 0.175 1.017 0.213
N: -0.126 -0.166 -0.051
H: -1.410 -1.755 -0.146
H: -2.438 0.708 1.019
H: -3.417 -0.325 -0.045
H: -2.446 1.012 -0.705
H: 2.206 0.772 -0.067
H: 1.457 1.995 -1.123
H: 1.681 2.337 0.606
H: 0.983 -2.441 -0.086
H: 1.859 -1.387 1.119
H: 2.246 -1.292 -0.677

Properties
frontier orbital gap (alpha / beta): 7.4 / 7.1 eV
HOMO level (alpha / beta): -7.225 / -7.116 eV
multiplicity: 1

Of them, y has the lowest stability.

## w
One molecule with the formula C4H10N2, computed with ωB97M-V with the def2-TZVPD basis set.

Positions of all 16 atoms, in Å:
C: -1.920 1.276 -0.722
C: -0.778 0.692 0.151
C: -0.290 -0.670 -0.384
N: 0.287 -1.583 0.583
C: 1.452 -1.321 1.063
N: 2.290 -0.364 0.499
H: -1.653 1.341 -1.768
H: -2.744 0.583 -0.629
H: -2.345 2.224 -0.379
H: 0.195 1.299 0.100
H: -1.051 0.501 1.181
H: 0.496 -0.703 -1.169
H: -1.190 -1.153 -0.833
H: 1.998 -2.010 1.696
H: 3.113 -0.130 1.028
H: 2.140 0.018 -0.416

Properties
frontier orbital gap: 9.9 eV
HOMO level: -8.898 eV
multiplicity: 1

## x
One molecule with the formula C4H10N2, computed with ωB97M-V with the def2-TZVPD basis set.

Positions of all 16 atoms, in Å:
C: -1.870 -1.440 -1.463
N: -1.392 -0.302 -1.183
C: -1.021 -0.083 0.240
C: 0.445 -0.477 0.550
C: 1.307 0.677 0.025
N: 1.389 1.718 1.064
H: -1.968 -1.660 -2.521
H: -1.888 -2.276 -0.755
H: -1.697 -0.782 0.748
H: -1.159 0.973 0.459
H: 0.589 -0.787 1.582
H: 0.682 -1.421 0.040
H: 2.334 0.369 -0.184
H: 0.902 1.086 -0.905
H: 2.308 1.771 1.463
H: 1.040 2.634 0.841

Properties
frontier orbital gap: 10.2 eV
HOMO level: -9.011 eV
multiplicity: 1

Of them, x has the lowest stability.

## w
A 2-piece molecular cluster, C9H14 overall, computed with ωB97M-V with the def2-TZVPD basis set.

Positions of all 23 atoms, in Å:
C: -2.393 0.387 -2.528
C: -1.428 -0.253 -1.569
C: -1.815 -1.310 -0.764
C: -0.942 -1.895 0.137
C: 0.359 -1.434 0.255
C: 0.777 -0.395 -0.574
C: -0.107 0.186 -1.468
H: -2.809 -0.342 -3.222
H: -1.938 1.222 -3.067
H: -3.214 0.849 -1.984
H: -2.831 -1.688 -0.813
H: -1.337 -2.680 0.766
H: 1.019 -1.851 1.012
H: 1.832 -0.172 -0.506
H: 0.205 1.024 -2.074
C: 1.598 1.639 2.818
C: 3.073 2.006 2.675
H: 1.226 0.910 2.097
H: 1.344 1.214 3.791
H: 0.932 2.498 2.711
H: 3.600 1.306 2.034
H: 3.584 1.997 3.646
H: 3.190 3.009 2.281

Properties
frontier orbital gap: 10.1 eV
HOMO level: -9.066 eV
multiplicity: 1

## x
A 2-piece molecular cluster, C9H14 overall, computed with ωB97M-V with the def2-TZVPD basis set.

Positions of all 23 atoms, in Å:
C: -0.095 -2.242 -1.084
C: 1.041 -1.380 -0.806
C: 1.451 -0.312 -1.626
C: 2.396 0.670 -1.200
C: 3.099 0.424 -0.024
C: 2.689 -0.604 0.778
C: 1.650 -1.457 0.465
H: 0.397 -3.192 -1.130
H: -0.716 -1.852 -2.057
H: -0.775 -2.114 -0.248
H: 0.978 -0.178 -2.595
H: 2.767 1.397 -1.937
H: 3.955 0.916 0.291
H: 3.183 -1.007 1.664
H: 1.111 -1.923 1.315
C: -2.715 1.460 1.796
C: -2.941 1.758 0.269
H: -3.474 0.864 2.168
H: -1.819 0.952 1.991
H: -2.736 2.368 2.426
H: -2.755 2.754 -0.153
H: -4.001 1.806 0.006
H: -2.691 0.891 -0.311

Properties
frontier orbital gap: 9.9 eV
HOMO level: -8.972 eV
multiplicity: 1

## y
A 2-piece molecular cluster, C9H14 overall, computed with ωB97M-V with the def2-TZVPD basis set.

Positions of all 23 atoms, in Å:
C: -3.667 -1.838 -0.299
C: -2.447 -1.056 0.177
C: -1.969 -1.306 1.442
C: -0.697 -0.786 1.696
C: -0.043 0.055 0.781
C: -0.547 0.327 -0.442
C: -1.843 -0.148 -0.693
H: -3.547 -2.060 -1.258
H: -4.541 -1.173 -0.510
H: -4.007 -2.566 0.443
H: -2.660 -1.819 2.115
H: -0.253 -0.766 2.610
H: 0.986 0.416 1.217
H: 0.037 0.882 -1.244
H: -2.432 0.237 -1.558
C: 3.330 1.397 -1.357
C: 3.652 1.461 0.218
H: 4.115 1.500 -2.065
H: 2.805 0.442 -1.423
H: 2.674 2.261 -1.511
H: 3.696 0.453 0.619
H: 2.837 1.908 0.814
H: 4.520 2.178 0.230

Properties
frontier orbital gap: 9.9 eV
HOMO level: -8.866 eV
multiplicity: 1

## z
One molecule with the formula C9H14, computed with ωB97M-V with the def2-TZVPD basis set.

Positions of all 23 atoms, in Å:
C: -1.228 -0.534 0.038
C: -2.415 -0.264 0.776
C: -2.513 -0.289 -0.734
C: -0.126 -1.624 0.048
C: 0.821 -0.685 0.627
C: -0.050 0.455 0.191
C: 2.300 -0.762 0.241
C: -0.284 1.669 1.093
C: 0.293 0.964 -1.161
H: -2.559 0.696 -1.224
H: -2.966 -1.120 -1.192
H: -0.326 -2.447 0.676
H: 0.281 -1.880 -0.949
H: 0.871 -0.738 1.749
H: 2.578 -0.772 -0.804
H: 2.870 -1.702 0.626
H: 2.844 0.192 0.715
H: -1.150 2.172 0.592
H: 0.678 2.155 1.040
H: -0.778 1.492 2.124
H: -0.484 1.712 -1.304
H: 0.077 -0.005 -1.766
H: 1.267 1.314 -1.404

Properties
frontier orbital gap: 8.1 eV
HOMO level: -8.436 eV
multiplicity: 1

Of them, z has the lowest stability.

## w
A 2-piece molecular cluster, C9H14 overall, computed with ωB97M-V with the def2-TZVPD basis set.

Positions of all 23 atoms, in Å:
C: -2.451 0.622 0.172
C: -0.982 0.896 -0.134
C: 0.012 1.213 0.687
C: 1.171 1.748 0.252
C: 1.425 1.848 -1.171
C: 0.468 1.425 -2.050
C: -0.751 0.898 -1.462
H: -3.042 0.945 -0.791
H: -2.807 1.188 1.146
H: -2.433 -0.439 0.428
H: -0.245 1.112 1.747
H: 2.066 1.862 0.912
H: 2.253 2.445 -1.435
H: 0.606 1.891 -3.053
H: -1.430 0.831 -2.320
C: 0.211 -2.672 0.669
C: 1.447 -1.910 1.058
H: -0.424 -3.321 1.391
H: -0.720 -2.053 0.332
H: 0.342 -3.441 -0.102
H: 1.834 -1.337 0.200
H: 2.213 -2.466 1.555
H: 1.238 -1.283 1.969

Properties
frontier orbital gap: 10.1 eV
HOMO level: -9.021 eV
multiplicity: 1

## x
A 2-piece molecular cluster, C9H14 overall, computed with ωB97M-V with the def2-TZVPD basis set.

Positions of all 23 atoms, in Å:
C: -1.095 -2.024 -0.658
C: -0.159 -0.901 -1.163
C: 0.352 0.118 -0.381
C: 1.185 1.049 -1.032
C: 1.512 0.921 -2.359
C: 0.872 -0.065 -3.121
C: 0.004 -0.953 -2.553
H: -1.460 -2.088 0.382
H: -0.746 -3.024 -0.965
H: -2.028 -1.686 -1.161
H: 0.217 0.100 0.682
H: 1.726 1.757 -0.389
H: 2.094 1.565 -3.033
H: 0.937 -0.025 -4.222
H: -0.425 -1.753 -3.171
C: 0.352 1.239 2.745
C: -0.977 0.568 3.075
H: 0.288 2.304 2.855
H: 1.145 0.702 3.244
H: 0.504 0.904 1.647
H: -1.528 0.283 2.166
H: -1.810 1.202 3.546
H: -0.961 -0.194 3.866

Properties
frontier orbital gap: 10.1 eV
HOMO level: -9.037 eV
multiplicity: 1

## y
A 2-piece molecular cluster, C9H14 overall, computed with ωB97M-V with the def2-TZVPD basis set.

Positions of all 23 atoms, in Å:
C: -1.260 0.347 0.483
C: -0.805 -1.032 0.578
C: -1.211 -1.959 -0.312
C: -0.947 -3.348 -0.103
C: -0.032 -3.793 0.864
C: 0.516 -2.769 1.712
C: 0.160 -1.418 1.510
H: -0.931 1.038 -0.483
H: -0.950 1.050 1.367
H: -2.355 0.331 0.503
H: -1.896 -1.747 -1.188
H: -1.302 -4.097 -0.827
H: 0.171 -4.846 0.956
H: 1.339 -2.986 2.436
H: 0.658 -0.694 2.215
C: 1.041 2.542 -0.954
C: 1.257 3.966 -1.500
H: 1.459 1.665 -1.560
H: 1.351 2.517 0.022
H: -0.058 2.353 -0.738
H: 1.211 4.014 -2.595
H: 0.388 4.463 -1.045
H: 2.194 4.403 -1.341

Properties
frontier orbital gap: 10.0 eV
HOMO level: -9.032 eV
multiplicity: 1

## z
A 2-piece molecular cluster, C9H14 overall, computed with ωB97M-V with the def2-TZVPD basis set.

Positions of all 23 atoms, in Å:
C: -1.991 0.430 -0.777
C: -1.165 0.868 0.392
C: -0.691 -0.386 1.038
C: 0.014 -0.160 2.163
C: 0.410 1.148 2.528
C: -0.087 2.315 1.963
C: -0.901 2.134 0.834
H: -2.983 0.858 -0.852
H: -2.074 -0.627 -0.800
H: -1.544 0.620 -1.718
H: -1.028 -1.372 0.470
H: 0.440 -1.041 2.677
H: 1.311 1.343 3.237
H: 0.111 3.357 2.251
H: -1.623 2.903 0.485
C: 1.928 -0.928 -2.080
C: 1.074 -2.099 -1.396
H: 1.574 -0.576 -3.023
H: 1.795 -0.169 -1.433
H: 2.879 -1.279 -2.129
H: 1.304 -2.403 -0.352
H: 1.171 -2.999 -1.970
H: 0.074 -1.937 -1.507

Properties
frontier orbital gap: 9.8 eV
HOMO level: -8.767 eV
multiplicity: 1

Of them, w has the lowest stability.

## w
C3H11N3O as an isolated structure, computed with ωB97M-V with the def2-TZVPD basis set.

Positions of all 18 atoms, in Å:
C: -0.363 -0.806 -0.262
C: -1.491 0.565 0.374
C: 1.222 0.698 0.939
N: 0.380 0.406 -0.203
N: 1.536 -1.248 -0.819
N: -2.187 1.320 -0.621
O: -0.261 -1.857 0.549
H: 1.236 -1.797 0.443
H: -0.930 -0.947 -1.204
H: 2.442 -1.699 -0.763
H: 1.661 -0.885 -1.758
H: -2.606 0.719 -1.319
H: -1.575 1.976 -1.090
H: -1.249 1.210 1.219
H: -2.186 -0.127 0.857
H: 0.902 1.673 1.317
H: 1.223 -0.040 1.747
H: 2.245 0.841 0.593

Properties
frontier orbital gap (alpha / beta): 8.4 / 8.4 eV
HOMO level (alpha / beta): -7.936 / -7.937 eV
multiplicity: 1

## x
A 2-piece molecular cluster, C3H11N3O overall, computed with ωB97M-V with the def2-TZVPD basis set.

Positions of all 18 atoms, in Å:
H: -2.907 -2.001 -0.532
N: -1.973 -1.655 -0.176
C: -1.177 -1.009 -0.963
N: -1.432 -0.598 -2.234
N: -0.003 -0.601 -0.368
C: 0.950 0.402 -0.933
C: 2.248 -0.192 -1.335
H: -0.633 -0.047 -2.678
H: -2.321 -0.739 -2.764
H: 0.013 -0.789 0.682
H: 0.422 0.861 -1.813
H: 1.099 1.259 -0.169
H: 2.989 0.175 -0.415
H: 2.342 -1.225 -1.481
H: 2.528 0.191 -2.243
O: -0.741 1.827 5.367
H: -0.108 1.707 6.267
H: -1.296 2.435 5.789

Properties
frontier orbital gap: 8.9 eV
HOMO level: -8.052 eV
multiplicity: 1

Of them, w has the lowest stability.